[1]
Formula: C30H87N3O12
Source: the OMol25 dataset
Level of theory: ωB97M-V with the def2-TZVPD basis set

Positions of all 132 atoms, in Å:
C 6.6458 -12.4662 7.9779
C 7.3753 -13.7351 8.5854
O 8.4717 -13.2724 9.3433
H 6.1400 -12.9287 7.1303
H 7.2500 -11.6344 7.6158
H 6.0114 -12.0762 8.7737
H 7.6240 -14.3624 7.7293
H 6.6600 -14.3377 9.1451
H 8.9307 -12.6704 8.7529
C 14.3705 -8.6122 4.7286
C 15.5809 -9.1382 5.4507
O 16.7370 -9.0115 4.6033
H 13.9832 -9.1756 3.8797
H 14.6554 -7.7135 4.1816
H 13.5071 -8.4546 5.3751
H 15.3224 -10.1583 5.7346
H 15.6492 -8.5946 6.3930
H 16.8262 -9.7608 4.0098
C 15.7216 -16.4335 10.7297
C 16.2440 -16.8882 12.1129
O 16.2589 -18.2976 12.2895
H 16.3986 -16.9643 10.0604
H 15.8568 -15.3559 10.6367
H 14.6779 -16.6028 10.4647
H 15.6168 -16.5021 12.9165
H 17.2634 -16.5083 12.1803
H 15.4684 -18.7474 11.9822
C 11.7175 -10.7969 12.9931
C 11.0039 -10.0188 14.1237
O 11.7839 -9.0228 14.7065
H 12.2603 -10.1633 12.2917
H 10.9703 -11.3035 12.3823
H 12.4426 -11.5283 13.3500
H 10.7729 -10.7485 14.8998
H 10.0083 -9.7326 13.7847
H 11.4120 -8.9093 15.5843
C 14.4478 -8.7158 10.5660
C 15.0547 -7.3572 10.8111
O 14.0667 -6.3931 10.7568
H 15.3071 -9.3813 10.4833
H 13.7937 -8.7824 9.6965
H 13.7330 -8.9883 11.3425
H 15.8516 -7.1987 10.0845
H 15.4606 -7.2106 11.8120
H 13.4856 -6.5455 11.5056
C 10.6737 -14.5593 12.5371
C 11.4977 -15.5578 11.7908
O 11.9446 -14.8536 10.6912
H 10.6205 -14.8343 13.5905
H 9.6492 -14.3583 12.2238
H 11.2666 -13.6446 12.5344
H 10.8801 -16.3825 11.4352
H 12.3588 -15.8568 12.3885
H 11.4810 -14.0131 10.6763
C 16.4461 -14.9671 5.5474
C 16.0587 -14.1004 4.4668
O 16.6936 -12.8157 4.4465
H 17.4222 -15.3855 5.3023
H 15.6750 -15.7282 5.6663
H 16.5583 -14.4948 6.5234
H 14.9922 -13.9580 4.6415
H 16.1515 -14.6541 3.5324
H 16.9410 -12.7091 3.5251
C 14.8356 -12.3801 13.0494
C 16.2439 -12.9219 13.0167
O 16.8258 -13.0391 14.2610
H 14.5664 -12.1787 12.0125
H 14.7456 -11.5440 13.7428
H 14.1267 -13.0237 13.5703
H 16.9276 -12.4053 12.3430
H 16.1719 -13.9663 12.7133
H 17.6763 -13.4801 14.1991
C 9.9133 -15.7659 6.2481
C 9.3762 -14.7586 5.2203
O 10.4371 -13.9546 4.7778
H 10.6075 -16.4457 5.7539
H 9.0897 -16.3006 6.7211
H 10.3310 -15.2625 7.1200
H 8.4786 -14.2106 5.5070
H 8.8910 -15.3741 4.4628
H 10.2448 -13.6127 3.9016
C 12.6563 -6.9502 7.7584
C 11.3183 -6.4733 7.3396
C 10.2737 -7.1540 8.1994
O 8.9758 -6.6875 7.6851
C 7.8981 -6.6756 8.6437
N 11.2742 -5.0456 7.6223
H 12.7919 -8.0212 7.6074
H 12.6547 -6.6313 8.8007
H 13.4497 -6.5151 7.1507
H 11.0521 -6.5366 6.2845
H 10.3398 -7.1144 9.2867
H 10.3480 -8.2031 7.9132
H 6.8954 -6.8491 8.2529
H 7.7874 -5.6527 9.0034
H 8.0878 -7.2686 9.5384
H 10.3241 -4.7306 7.7568
H 11.8634 -4.8236 8.4121
C 12.3544 -11.8863 3.3304
C 13.2256 -12.0547 2.0696
C 12.5036 -11.4353 0.8637
O 11.1584 -11.9449 0.5570
C 10.5830 -11.5162 -0.6141
N 14.6809 -11.7958 2.2132
H 12.6940 -12.6061 4.0752
H 11.3221 -12.1503 3.1006
H 12.4692 -10.9360 3.8517
H 13.2767 -13.1338 1.9244
H 13.1372 -11.6098 -0.0059
H 12.4465 -10.3475 0.9021
H 11.1099 -11.9826 -1.4465
H 10.6008 -10.4298 -0.7004
H 9.5694 -11.8702 -0.8021
H 15.0952 -12.1674 3.0560
H 15.1974 -12.0838 1.3945
C 10.6690 -11.8885 7.1115
C 11.6918 -12.0626 8.1670
C 12.9535 -11.2732 8.0066
O 13.8266 -11.4738 9.1216
C 14.5804 -12.6388 9.0698
N 11.0056 -11.5369 9.3094
H 11.2013 -11.7961 6.1648
H 10.1299 -10.9440 7.1861
H 9.9773 -12.7121 6.9347
H 11.9214 -13.1271 8.2139
H 12.7207 -10.2145 7.8924
H 13.4225 -11.4277 7.0348
H 15.4354 -12.5005 9.7316
H 15.0520 -12.6037 8.0877
H 13.9620 -13.4983 9.3286
H 11.6592 -11.5299 10.0793
H 10.2110 -12.0226 9.7002

The value obtained for the LUMO energy is 0.016 hartree. As for the structure (SMILES): COC[C@H](C)N.COC[C@H](C)N.COC[C@H](C)N.CCO.CCO.CCO.CCO.CCO.CCO.CCO.CCO.CCO. The value obtained for the max |F| is 3.2 eV/A. The value obtained for the HOMO energy is -8.52 eV.

[2]
Formula: C30H88HfN7O11
Source: the OMol25 dataset
Level of theory: ωB97M-V with the def2-TZVPD basis set

Positions of all 137 atoms, in Å:
Hf -5.1559 4.3865 4.4999
C -0.4781 2.9958 -0.7690
C -1.8932 2.3082 -0.7926
O -2.6494 2.4676 0.3744
H 0.1241 2.7978 -1.6557
H 0.0995 2.5555 0.0438
H -0.4589 4.0632 -0.5489
H -1.8717 1.2226 -0.8876
H -2.4334 2.7422 -1.6340
O -0.8758 5.4533 4.7199
H -0.5907 6.3312 4.9734
H -0.1079 4.9005 4.8646
O -8.6341 4.1168 1.5805
H -9.3752 4.7011 1.7407
H -8.9706 3.4658 0.9647
O -2.6080 1.1877 6.2313
H -2.5991 0.3037 5.8643
H -2.2384 1.0871 7.1085
C 4.9009 6.1989 6.3117
C 4.4365 5.1385 7.3581
C 3.7659 5.7868 8.6131
O 4.7773 6.6108 9.2056
C 4.3707 6.9393 10.5597
N 3.4563 4.2636 6.6615
H 5.3645 7.0601 6.7928
H 4.0302 6.6551 5.8406
H 5.5703 5.8759 5.5143
H 5.2420 4.5132 7.7432
H 3.5439 4.9272 9.2455
H 2.8063 6.2802 8.4590
H 4.2873 6.0155 11.1321
H 3.4225 7.4769 10.5510
H 5.1180 7.5162 11.1046
H 3.8473 3.7791 5.8662
H 3.1498 3.5569 7.3147
C 7.3392 -1.0215 3.9653
C 6.6647 -2.1493 3.1799
C 5.1527 -1.9528 3.1807
O 4.4116 -3.0325 2.7053
C 3.0000 -2.8973 2.8069
N 7.2611 -2.2354 1.8358
H 8.4111 -1.1853 4.0764
H 6.9061 -0.9707 4.9643
H 7.2678 -0.0697 3.4390
H 6.9021 -3.0630 3.7248
H 4.8859 -1.1028 2.5526
H 4.8174 -1.7753 4.2026
H 2.5148 -3.7719 2.3736
H 2.5964 -2.0254 2.2922
H 2.6999 -2.8372 3.8530
H 6.7553 -2.9389 1.3168
H 7.2886 -1.3515 1.3478
C 14.5526 2.0016 -0.5670
C 13.1566 1.4830 -0.4832
C 12.0439 2.5056 -0.7124
O 10.7249 1.8828 -0.7151
C 9.6072 2.7972 -1.0221
N 13.0661 0.3666 -1.4137
H 14.6101 2.8953 0.0544
H 14.7624 2.2878 -1.5976
H 15.2850 1.2760 -0.2130
H 13.0442 1.1154 0.5368
H 12.2283 2.9371 -1.6963
H 12.0946 3.3653 -0.0442
H 8.6202 2.3384 -1.0798
H 9.8359 3.2101 -2.0046
H 9.5897 3.6447 -0.3369
H 13.3526 -0.4043 -0.8274
H 12.0840 0.1307 -1.4148
C 2.1812 2.8015 -6.4719
C 1.1381 2.5449 -7.5518
C -0.2667 2.1596 -7.1128
O -1.1526 1.9815 -8.1571
C -2.5197 1.8138 -7.6867
N 1.1569 3.7975 -8.3267
H 3.1615 3.0384 -6.8857
H 2.2482 1.9779 -5.7611
H 1.8853 3.6755 -5.8918
H 1.5267 1.7522 -8.1911
H -0.6766 2.9013 -6.4272
H -0.2470 1.2953 -6.4489
H -2.4929 1.3080 -6.7215
H -3.1628 1.1083 -8.2127
H -3.0152 2.7745 -7.5472
H 0.8724 4.4940 -7.6529
H 0.4888 3.9058 -9.0764
C -5.1830 -5.8247 3.1569
C -5.9200 -5.0814 4.1873
C -6.0550 -5.6907 5.6064
O -6.9249 -6.7604 5.3714
C -7.2559 -7.4639 6.5399
N -5.3173 -3.7437 4.3296
H -4.2417 -6.2106 3.5481
H -5.0462 -5.2203 2.2602
H -5.7308 -6.7100 2.8341
H -6.8850 -4.8868 3.7194
H -6.6224 -4.9458 6.1642
H -5.1259 -5.9295 6.1240
H -7.8279 -8.3000 6.1375
H -7.8245 -6.8700 7.2555
H -6.3707 -7.8715 7.0281
H -5.9484 -3.1921 4.8931
H -5.3062 -3.3548 3.3976
C -3.4256 -5.3934 -5.8047
C -2.9564 -6.0382 -7.0687
C -3.2136 -7.5606 -7.0999
O -2.4295 -8.1653 -6.0568
C -2.4335 -9.5621 -6.1424
N -3.4236 -5.4891 -8.2766
H -4.5114 -5.4526 -5.8788
H -2.9410 -4.4256 -5.6756
H -3.1548 -6.0220 -4.9564
H -1.8915 -5.8738 -7.2333
H -2.9349 -8.0224 -8.0471
H -4.2831 -7.6811 -6.9278
H -3.4256 -10.0112 -6.1885
H -1.8593 -10.1462 -5.4233
H -2.0107 -9.8066 -7.1169
H -4.4260 -5.3795 -8.2198
H -2.9848 -4.5874 -8.3974
C -9.1640 2.9891 -3.7852
C -9.8347 1.7568 -4.3139
C -9.5724 0.4522 -3.4496
O -9.9942 0.5888 -2.0790
C -10.3704 -0.7067 -1.6012
N -11.2610 2.1047 -4.2634
H -9.5778 3.2752 -2.8182
H -9.2452 3.7868 -4.5236
H -8.1060 2.7535 -3.6702
H -9.6539 1.5200 -5.3624
H -8.5166 0.1894 -3.3837
H -10.1434 -0.3292 -3.9511
H -10.5037 -0.7413 -0.5200
H -9.6177 -1.4570 -1.8431
H -11.3550 -1.0223 -1.9463
H -11.4741 2.7506 -5.0101
H -11.7506 1.2994 -4.6265

The value obtained for the LUMO energy is -0.460 hartree. The charge is +3. The value obtained for the max |F| is 3.8 eV/A. The value obtained for the HOMO energy is -13.39 eV.

[3]
Formula: C31H18BaClN5O4S4
Source: the OMol25 dataset
Level of theory: ωB97M-V with the def2-TZVPD basis set

Positions of all 64 atoms, in Å:
Ba -0.0519 0.6531 0.6005
O -2.8730 4.7055 -0.0439
C -2.0303 3.8158 -0.0077
N -2.1784 2.4676 -0.1351
C -3.4253 1.9668 -0.3370
O -4.5126 2.5256 -0.4359
C -3.4502 0.4485 -0.4219
C -4.4422 -0.2475 0.2618
C -4.4616 -1.6261 0.1822
C -3.5232 -2.2642 -0.6162
C -2.5900 -1.4854 -1.2778
N -2.5303 -0.1574 -1.1741
C -0.5903 4.2510 0.2405
C -0.3503 5.4507 0.8943
C 0.9597 5.8141 1.1576
C 1.9872 4.9917 0.7318
C 1.6591 3.8217 0.0640
N 0.4011 3.4551 -0.1703
H -5.1609 0.3113 0.8444
H -5.1917 -2.2022 0.7384
H -3.4942 -3.3425 -0.7044
H -1.8350 -1.9448 -1.9067
H -1.1970 6.0510 1.1945
H 1.1780 6.7227 1.7063
H 3.0245 5.2158 0.9420
H 2.4321 3.1330 -0.2617
Cl -1.9181 -6.7999 3.3056
C -1.7227 -5.1037 2.8843
C -2.3489 -4.1187 3.6614
C -2.2090 -2.8018 3.3338
C -1.4401 -2.3521 2.2053
O -1.3901 -1.1287 1.9164
C -0.7878 -3.3906 1.4392
C 0.0368 -3.1990 0.2702
N 0.4045 -2.1178 -0.3208
C 1.2520 -2.2524 -1.4353
C 2.1120 -3.3058 -1.6462
C 2.8653 -3.4189 -2.8329
C 2.7888 -2.4759 -3.8136
C 1.9908 -1.3250 -3.6049
C 1.9259 -0.2542 -4.5224
C 1.2194 0.8697 -4.2129
C 0.5813 0.9399 -2.9567
N 0.5866 -0.0559 -2.1130
C 1.2556 -1.1942 -2.4032
C -0.9652 -4.7409 1.8080
H -2.9411 -4.4157 4.5189
H -2.6873 -2.0288 3.9221
H 0.3602 -4.1612 -0.1500
H 2.2352 -4.0595 -0.8802
H 3.5190 -4.2744 -2.9543
H 3.3629 -2.5666 -4.7283
H 2.4663 -0.3376 -5.4592
H 1.1677 1.7152 -4.8859
H 0.0672 1.8429 -2.6394
H -0.4818 -5.5122 1.2179
O 6.2071 4.0897 3.0754
C 5.2396 3.4098 2.7854
S 5.2064 2.2188 1.4912
C 3.5417 1.6491 1.6834
C 2.8238 2.2451 2.6631
S 1.1687 1.9997 3.1635
S 3.6812 3.4844 3.5927
S 3.0731 0.3958 0.5562

The value obtained for the LUMO energy is 0.139 hartree. The charge is -2. The value obtained for the max |F| is 0.3 eV/A. The value obtained for the HOMO energy is -1.04 eV.